Molecular formula: C5H11N3O
Method: DFT, wB97M-V/def2-TZVPD

Computed properties:
Calculated total energy, Eh: -436.43391
Frontier orbital gap, eV: 9.238
E_HOMO, eV: -8.519
Relative energy (zero: lowest compared OMol25 entry of this formula, charge and spin), kcal per mole: 133.7

CARTESIAN COORDINATES (ANGSTROEM)
C1 -2.98623 0.28657 -0.18713
C2 -1.10040 -1.05437 0.18860
C3 0.86712 -0.09807 0.11386
C4 2.80500 -1.45487 -0.12075
C5 1.15515 2.22459 0.10226
H1 -1.99976 0.97924 -0.97141
H2 -3.27979 0.92121 0.81539
H3 -4.15307 0.23118 -0.73980
H4 -2.92792 -1.84974 0.11863
H5 -0.66503 -2.08484 0.11599
H6 3.08440 -2.54879 -0.32109
H7 3.25176 -1.20818 0.91891
H8 3.11798 -0.67360 -0.86886
H9 1.87001 3.12944 -0.40257
H10 0.71343 2.44066 1.39275
H11 0.13434 2.11315 -0.61682
N1 -2.42642 -0.93659 0.22598
N2 -0.50795 0.02518 0.08858
N3 1.70342 0.87475 0.08496
O1 1.34397 -1.31691 0.06252

***

Molecular formula: C28H74BN5O9Si
Method: DFT, wB97M-V/def2-TZVPD

Computed properties:
Calculated total energy, Eh: -2376.31854
Frontier orbital gap, eV: 8.811
E_HOMO, eV: -8.400
SMILES string: CCN[SiH2]B(O)CC.COCCNCCOC.COCCNCCOC.COCCNCCOC.COCCNCCOC

CARTESIAN COORDINATES (ANGSTROEM)
C1 1.92441 2.02064 4.00469
C2 1.59102 3.46115 4.53962
N1 0.73081 4.15237 3.55923
Si1 -0.97998 4.24078 4.02001
B1 -2.01016 2.90467 2.97747
O1 -1.56829 2.63554 1.64830
C3 -3.30505 2.13243 3.52053
C4 -4.10534 2.98437 4.57202
H1 1.84451 1.27312 4.80757
H2 2.94661 2.02688 3.60577
H3 1.23895 1.73471 3.19579
H4 1.17769 3.41532 5.55705
H5 2.55270 3.99557 4.53774
H6 1.11187 5.04150 3.27944
H7 -1.22036 4.14259 5.46779
H8 -1.47861 5.58176 3.60592
H9 -1.50487 3.49226 1.22742
H10 -3.05978 1.13545 3.92338
H11 -3.98438 2.03213 2.65337
H12 -4.20555 3.99195 4.14738
H13 -5.07640 2.51090 4.75149
H14 -3.57225 3.06466 5.52727
C5 -2.84481 -2.63812 2.11407
O2 -3.28895 -1.41546 1.55287
C6 -2.22088 -0.59008 1.08682
C7 -2.31961 -0.41417 -0.41717
N2 -2.01487 -1.66744 -1.10226
C8 -2.30274 -1.64251 -2.53474
C9 -3.76963 -1.53024 -2.95148
O3 -4.54849 -2.66565 -2.60792
C10 -5.13687 -2.61807 -1.31821
H15 -3.71771 -3.16801 2.49434
H16 -2.35785 -3.26578 1.36042
H17 -2.15640 -2.45812 2.94548
H18 -1.24336 -0.98811 1.37416
H19 -2.33510 0.38494 1.56131
H20 -1.61206 0.35460 -0.73837
H21 -3.33562 -0.06912 -0.64766
H22 -2.55663 -2.41014 -0.67909
H23 -1.90976 -2.57238 -2.95053
H24 -1.73560 -0.83024 -2.99700
H25 -3.79008 -1.47604 -4.04417
H26 -4.24016 -0.60794 -2.59299
H27 -5.38942 -1.59822 -1.01850
H28 -4.48201 -3.07534 -0.57236
H29 -6.05656 -3.20459 -1.35111
C11 -2.45959 -1.36899 -9.43596
O4 -1.04774 -1.47073 -9.37008
C12 -0.39603 -0.20576 -9.30662
C13 0.33726 -0.06313 -7.98428
N3 -0.60998 0.06555 -6.88070
C14 0.01004 -0.01432 -5.56002
C15 0.62612 -1.35458 -5.15222
O5 -0.32363 -2.39499 -4.99008
C16 -0.60603 -3.12606 -6.17292
H30 -2.86198 -2.37555 -9.54284
H31 -2.86667 -0.92651 -8.52121
H32 -2.76777 -0.77632 -10.30217
H33 -1.09602 0.61995 -9.46001
H34 0.33507 -0.17813 -10.12005
H35 0.97342 0.82546 -8.01765
H36 0.97864 -0.94469 -7.86125
H37 -1.30009 -0.67003 -6.95694
H38 -0.76883 0.22851 -4.83262
H39 0.77119 0.76745 -5.47803
H40 1.08148 -1.21321 -4.16754
H41 1.43707 -1.66544 -5.81947
H42 0.26101 -3.19138 -6.83437
H43 -1.45412 -2.69165 -6.70763
H44 -0.89050 -4.13736 -5.87739
C17 -1.88580 -9.92084 -0.90043
O6 -2.34151 -9.14072 -1.99127
C18 -3.22315 -8.09120 -1.60113
C19 -2.59953 -6.74172 -1.91187
N4 -1.46488 -6.48141 -1.02995
C20 -0.68349 -5.30660 -1.41354
C21 0.08673 -5.37862 -2.73410
O7 1.14160 -6.32850 -2.72672
C22 0.76880 -7.63786 -3.12156
H45 -1.27277 -10.72775 -1.30025
H46 -1.27349 -9.32402 -0.21699
H47 -2.72744 -10.35906 -0.35590
H48 -3.49845 -8.16406 -0.54541
H49 -4.13726 -8.20161 -2.19215
H50 -3.34890 -5.95695 -1.77516
H51 -2.29423 -6.74920 -2.96568
H52 -0.85632 -7.28923 -1.03416
H53 0.04240 -5.13734 -0.61413
H54 -1.34288 -4.43361 -1.42679
H55 0.56429 -4.40631 -2.88237
H56 -0.57089 -5.52669 -3.59799
H57 -0.03388 -7.63119 -3.86312
H58 0.47425 -8.23821 -2.25738
H59 1.64459 -8.11237 -3.56711
C23 5.16903 4.55956 7.17074
O8 4.66979 5.36703 6.11821
C24 3.75270 6.36067 6.56695
C25 4.32143 7.74499 6.30794
N5 5.45520 8.00995 7.18853
C26 6.19113 9.22680 6.85165
C27 6.94988 9.24490 5.52303
O9 8.03578 8.33540 5.47239
C28 7.70544 7.03441 5.01462
H60 5.80821 3.79524 6.73046
H61 5.76595 5.15073 7.87215
H62 4.35177 4.06599 7.70475
H63 3.49084 6.23184 7.62048
H64 2.83634 6.24021 5.97998
H65 3.54487 8.49383 6.48585
H66 4.61530 7.79327 5.25173
H67 6.09247 7.22594 7.14355
H68 6.91902 9.38554 7.65121
H69 5.50212 10.07639 6.88038
H70 7.39164 10.23988 5.41850
H71 6.28852 9.11391 4.65958
H72 6.89531 7.04940 4.28153
H73 7.44208 6.38120 5.84990
H74 8.59261 6.61530 4.53792

***

Molecular formula: C16H13N5
Method: DFT, wB97M-V/def2-TZVPD

Computed properties:
Calculated total energy, Eh: -891.32432
Frontier orbital gap, eV: 8.331
E_HOMO, eV: -8.016
SMILES string: Cn1ncc2c(Nc3ccc4ccccc4c3)ncnc21

CARTESIAN COORDINATES (ANGSTROEM)
C1 5.18760 1.95030 0.37865
N1 3.89981 1.32652 0.29804
N2 2.77154 2.02633 0.48810
C2 1.75903 1.20552 0.36088
C3 2.21193 -0.10429 0.07176
C4 1.74097 -1.42030 -0.12065
N3 0.44350 -1.81175 -0.10603
C5 -0.70709 -1.03401 -0.23556
C6 -0.72217 0.09095 -1.08831
C7 -1.85681 0.83555 -1.22573
C8 -3.03975 0.49923 -0.53390
C9 -4.22133 1.25814 -0.65021
C10 -5.35329 0.89533 0.02517
C11 -5.35373 -0.24453 0.84448
C12 -4.22477 -1.00329 0.97548
C13 -3.03897 -0.65380 0.29497
C14 -1.85653 -1.40627 0.42101
N4 2.62511 -2.40976 -0.26474
C15 3.92112 -2.13274 -0.26983
N5 4.50162 -0.96190 -0.13090
C16 3.62674 0.03084 0.05361
H1 5.70276 1.87996 -0.58067
H2 5.79514 1.45725 1.13859
H3 5.03378 2.99436 0.64188
H4 0.75658 1.56115 0.49048
H5 0.32256 -2.81247 -0.02253
H6 0.16741 0.33742 -1.64678
H7 -1.86507 1.69342 -1.88259
H8 -4.21467 2.13417 -1.28305
H9 -6.25536 1.48214 -0.06650
H10 -6.25647 -0.51661 1.37159
H11 -4.22156 -1.88051 1.60661
H12 -1.85818 -2.28471 1.05108
H13 4.57857 -2.98163 -0.40439

***

Molecular formula: C29H28IN8O2Ti
Method: DFT, wB97M-V/def2-TZVPD

Computed properties:
Calculated total energy, Eh: -2857.66554
Frontier orbital gap (alpha / beta), eV: 4.770 / 7.258
E_HOMO (alpha / beta), eV: -5.378 / -7.921
Relative energy (zero: lowest compared OMol25 entry of this formula, charge and spin), kcal per mole: 0.0
Spin multiplicity: 4

CARTESIAN COORDINATES (ANGSTROEM)
Ti1 0.38100 -0.14498 0.24408
C1 3.83501 2.11281 -1.30990
C2 3.08628 1.24671 -0.57421
N1 1.73283 1.21031 -0.65087
C3 1.14537 2.16994 -1.45545
C4 1.96516 3.04446 -2.19369
N2 3.27230 3.02693 -2.16162
C5 -0.28226 2.24614 -1.39417
C6 -1.10552 3.09959 -2.14328
C7 -2.48439 3.04907 -1.95698
C8 -3.03489 2.14741 -1.05403
C9 -2.18763 1.26811 -0.36351
N3 -0.83709 1.34481 -0.53358
C10 -2.59163 0.19819 0.49778
C11 -3.92947 -0.12373 0.79396
N4 -4.29579 -1.14572 1.52330
C12 -3.27229 -1.89171 2.05489
C13 -1.96295 -1.61444 1.80538
N5 -1.57586 -0.60969 0.98124
C14 -3.36830 3.93211 -2.75572
C15 -4.59619 3.48210 -3.23317
C16 -5.38345 4.33291 -3.99223
N6 -5.03885 5.58029 -4.30220
C17 -3.86677 6.00964 -3.83938
C18 -3.00724 5.23667 -3.07507
H1 4.91356 2.11798 -1.23220
H2 3.54398 0.55452 0.12281
H3 1.50301 3.79174 -2.83169
H4 -0.67658 3.77351 -2.87070
H5 -4.10195 2.12518 -0.88822
H6 -4.72566 0.49657 0.39277
H7 -3.54965 -2.71521 2.69830
H8 -1.16729 -2.19834 2.25242
H9 -4.93167 2.47323 -3.02826
H10 -6.33986 3.99239 -4.37433
H11 -3.60003 7.03072 -4.08864
H12 -2.07848 5.65777 -2.71314
O1 1.67015 -1.86002 0.27600
C19 2.67056 -2.37343 -0.21500
C20 3.13337 -2.11913 -1.61433
C21 2.40469 -3.19711 -2.46275
C22 2.38249 -4.64281 -1.92353
C23 1.56779 -4.87043 -0.63266
C24 2.34943 -4.55707 0.65506
N7 3.26969 -3.43375 0.40313
H13 4.21704 -2.23616 -1.68596
H14 2.85434 -1.12220 -1.94787
H15 2.86316 -3.20072 -3.45295
H16 1.37267 -2.86397 -2.58231
H17 3.40167 -5.02787 -1.79958
H18 1.94000 -5.25310 -2.71299
H19 1.22060 -5.90420 -0.59279
H20 0.67367 -4.24119 -0.67170
H21 2.96024 -5.40370 0.96490
H22 1.68742 -4.30106 1.47887
H23 4.08618 -3.74233 -0.10314
O2 -0.01008 -1.19110 -1.59322
N8 -1.11174 -0.95341 -2.29286
C25 -1.06220 -0.07196 -3.30415
C26 -2.19636 0.20812 -4.03648
C27 -3.38446 -0.43350 -3.72856
C28 -3.40034 -1.35333 -2.69026
C29 -2.24674 -1.59576 -1.97859
H24 -0.09787 0.38595 -3.46082
H25 -2.13137 0.94225 -4.82678
H26 -4.28494 -0.21975 -4.28759
H27 -4.30241 -1.87330 -2.40198
H28 -2.17456 -2.25896 -1.12943
I1 1.24310 0.44904 2.77209

***

> Which of these has the highest calculated total energy?

C5H11N3O